# 1
61
Properties=species:S:1:pos:R:3:nbo_charge:R:1 method="wB97M-V/def2-TZVPD" gap_ha=0.3044 total_charge=+1 e_lumo_ev=-3.257
C 2.387 0.434 2.004 -1.08
B 1.700 0.444 0.627 1.20
O 1.795 1.475 -0.223 -0.90
N 0.790 -0.711 0.067 -0.71
C -0.726 -0.444 0.088 -0.24
I -1.231 0.388 -1.859 0.24
C -1.220 0.489 1.192 -0.41
C -2.679 0.070 1.486 -0.63
I -1.322 2.594 0.693 0.17
C 1.144 -2.074 0.541 0.77
F 0.685 -2.906 -0.425 -0.30
F 2.488 -2.206 0.555 -0.29
C 0.509 -2.535 1.871 0.50
F 0.337 -1.498 2.707 -0.31
F -0.669 -3.139 1.638 -0.30
H 3.288 1.025 1.913 0.27
H 2.708 -0.534 2.356 0.26
H 1.795 0.896 2.784 0.29
H 2.707 1.640 -0.479 0.54
H 1.034 -0.751 -0.929 0.48
H -1.243 -1.382 0.076 0.25
H -0.690 0.402 2.124 0.25
H -2.907 -0.911 1.092 0.21
H -3.382 0.765 1.063 0.24
H -2.859 0.045 2.548 0.24
H 1.179 -3.257 2.326 0.18
C -1.671 -5.596 -0.683 -0.51
Br -2.112 -6.970 0.584 0.11
Br -0.749 -6.302 -2.212 0.11
Br -3.215 -4.565 -1.191 0.09
H -0.995 -4.920 -0.193 0.21
C -3.036 2.358 -5.469 -0.51
Br -2.721 0.805 -6.553 0.12
Br -1.790 2.420 -3.964 0.09
Br -3.000 3.969 -6.528 0.14
H -4.027 2.269 -5.049 0.23
C -1.873 -3.227 -7.503 -0.50
Br -1.576 -4.794 -8.567 0.11
Br -0.578 -3.083 -6.086 0.08
Br -1.935 -1.641 -8.593 0.11
H -2.840 -3.331 -7.038 0.23
C -4.303 6.262 -2.536 -0.50
Br -3.122 7.700 -2.059 0.10
Br -3.443 5.008 -3.731 0.06
Br -5.008 5.370 -0.980 0.08
H -5.138 6.695 -3.064 0.23
C -5.194 5.486 3.336 -0.50
Br -4.622 7.187 2.654 0.11
Br -6.593 4.723 2.260 0.10
Br -3.714 4.268 3.528 0.07
H -5.601 5.653 4.321 0.23
C 5.875 -2.017 2.104 -0.51
Br 7.342 -3.231 2.328 0.13
Br 4.903 -1.780 3.749 0.09
Br 6.446 -0.326 1.383 0.09
H 5.198 -2.457 1.388 0.22
C 8.645 -0.907 5.608 -0.51
Br 10.548 -1.113 5.462 0.11
Br 7.952 -1.774 7.179 0.09
Br 8.118 0.942 5.527 0.09
H 8.205 -1.399 4.754 0.21



# 2
16
Properties=species:S:1:pos:R:3:mulliken_spin:R:1 method="wB97M-V/def2-TZVPD" spin_multiplicity=5 gap_ha="0.2135 / 0.2028" total_charge=0 e_lumo_ev="-0.861 / -1.141"
O 1.296 0.036 0.550 0.01
O 0.281 1.591 -0.618 0.01
C -0.412 2.769 -0.364 0.00
C 0.071 3.925 -0.793 0.00
C 0.236 0.598 0.242 0.04
H -1.264 2.662 0.310 0.00
H -0.623 0.602 0.933 0.01
H -0.404 4.846 -0.461 0.00
H 1.069 4.004 -1.224 0.00
Fe 1.842 -1.715 0.831 3.66
O 1.287 -2.997 -0.486 0.13
O 0.576 -2.964 1.563 0.14
C 0.248 -3.245 0.306 -0.06
C -1.064 -3.238 -0.149 0.05
H -1.868 -3.438 0.561 0.00
H -1.270 -3.438 -1.201 0.00



# 3
42
Properties=species:S:1:pos:R:3:nbo_charge:R:1 method="wB97M-V/def2-TZVPD" relative_energy_kj_mol=111.7 gap_ha=0.2938 total_charge=0 e_lumo_ev=0.326 smiles="Cc1nn2c(/C=N/NC(=O)CN(C)C)c(-c3ccccc3)nc2s1"
C 0.879 -6.548 2.329 -0.66
C -0.184 -5.538 1.967 0.07
N 0.140 -4.284 1.671 -0.23
N -0.989 -3.689 1.237 -0.17
C -1.332 -2.456 0.740 0.00
C -0.294 -1.400 0.612 0.08
N -0.390 -0.289 -0.083 -0.24
N 0.600 0.658 -0.079 -0.48
C 1.325 1.103 1.041 0.65
O 0.919 0.770 2.129 -0.59
C 2.459 2.135 0.767 -0.31
N 2.100 3.111 -0.315 -0.46
C 3.175 3.756 -1.117 -0.40
C 1.016 4.028 0.036 -0.41
C -2.687 -2.512 0.517 0.21
C -3.629 -1.432 0.116 -0.10
C -4.822 -1.724 -0.571 -0.17
C -5.716 -0.693 -0.904 -0.22
C -5.380 0.657 -0.694 -0.21
C -4.205 0.982 -0.070 -0.22
C -3.401 -0.070 0.425 -0.16
N -3.173 -3.791 0.745 -0.47
C -2.145 -4.423 1.225 0.14
S -1.874 -6.000 1.796 0.42
H 1.849 -6.180 2.004 0.25
H 0.914 -6.740 3.389 0.24
H 0.650 -7.500 1.806 0.23
H 0.646 -1.676 1.094 0.19
H 0.759 1.203 -0.912 0.41
H 3.331 1.552 0.406 0.22
H 2.756 2.657 1.669 0.20
H 3.846 4.274 -0.450 0.17
H 2.774 4.491 -1.809 0.21
H 3.733 3.037 -1.680 0.20
H 0.164 3.467 0.445 0.21
H 1.392 4.742 0.730 0.17
H 0.740 4.630 -0.833 0.20
H -5.070 -2.745 -0.865 0.22
H -6.614 -0.935 -1.446 0.21
H -6.020 1.460 -1.022 0.21
H -3.998 2.023 0.154 0.21
H -2.529 0.236 1.002 0.22



# 4
43
Properties=species:S:1:pos:R:3:nbo_charge:R:1 method="wB97M-V/def2-TZVPD" relative_energy_kj_mol=359.7 gap_ha="0.2154 / 0.2161" total_charge=-1 e_lumo_ev="2.226 / 2.244"
Ir 0.107 0.275 0.233 0.96
S 2.166 3.138 6.838 -0.15
C 1.693 2.561 5.378 -0.55
S 0.026 2.345 4.909 0.44
C 0.304 1.805 3.253 -0.46
C 1.626 1.677 2.890 -0.44
S 2.227 1.224 1.372 -0.10
S 2.808 2.090 4.130 0.45
S -1.052 1.535 2.261 -0.08
O -1.333 1.626 -0.877 -0.57
N -1.550 1.229 -2.094 0.02
C -1.495 2.108 -3.106 0.06
C -1.769 1.737 -4.399 -0.29
C -2.115 0.414 -4.667 -0.18
C -2.144 -0.487 -3.630 -0.26
C -1.819 -0.094 -2.331 0.03
S -1.750 -1.188 -1.027 -0.19
H -1.217 3.113 -2.834 0.25
H -1.710 2.470 -5.187 0.22
H -2.337 0.098 -5.674 0.21
H -2.401 -1.523 -3.783 0.22
O 1.740 -1.231 -0.804 -0.64
C 2.041 -0.330 -1.586 0.67
C 3.231 -0.339 -2.530 -0.51
C 3.237 1.090 -3.047 -0.51
C 1.873 1.652 -2.585 0.69
O 1.407 2.700 -2.973 -0.63
N 1.315 0.785 -1.706 -0.73
H 3.046 -1.074 -3.316 0.22
H 4.133 -0.618 -1.988 0.23
H 3.334 1.184 -4.128 0.22
H 4.015 1.690 -2.570 0.23
C -0.998 -3.998 3.523 -0.39
N -1.379 -2.649 3.175 -0.46
C -2.744 -2.251 3.435 -0.40
C -0.636 -1.960 2.360 0.55
N 0.080 -1.329 1.707 -0.38
H -1.105 -4.141 4.600 0.20
H 0.042 -4.164 3.252 0.23
H -1.624 -4.732 3.004 0.19
H -2.935 -2.314 4.509 0.20
H -3.447 -2.899 2.901 0.19
H -2.894 -1.225 3.108 0.25



# 5
13
Properties=species:S:1:pos:R:3:nbo_charge:R:1 method="wB97M-V/def2-TZVPD" relative_energy_kj_mol=528.3 gap_ha=0.3274 total_charge=0 e_lumo_ev=1.050
C 1.108 -0.064 -1.172 -0.72
C 0.131 -1.090 -0.679 -0.07
N 0.201 -1.085 1.121 -0.69
C -0.892 -0.590 0.258 -0.21
C -1.161 0.834 0.469 -0.03
C -1.402 2.011 0.562 -0.23
H 1.186 0.884 -0.612 0.19
H 2.107 -0.501 -1.282 0.22
H 0.762 0.173 -2.185 0.24
H 0.508 -2.035 1.016 0.44
H 0.869 -0.409 1.462 0.40
H -1.801 -1.182 0.391 0.22
H -1.618 3.053 0.650 0.24



# 6
47
Properties=species:S:1:pos:R:3:nbo_charge:R:1 method="wB97M-V/def2-TZVPD" gap_ha=0.3630 total_charge=0 e_lumo_ev=0.106 smiles="O=C(NNS(=O)(=O)c1ccc(Cl)cc1)c1cccc(S(=O)(=O)N2CCOCC2)c1"
O -1.095 -4.168 -0.319 -0.58
C -1.086 -3.123 0.290 0.65
N 0.077 -2.615 0.820 -0.46
N 1.307 -2.977 0.265 -0.68
S 1.687 -1.963 -1.090 2.27
O 2.190 -2.778 -2.147 -0.90
O 0.556 -1.102 -1.320 -0.96
C 3.012 -0.984 -0.403 -0.36
C 4.121 -1.645 0.091 -0.11
C 5.167 -0.914 0.624 -0.25
C 5.083 0.474 0.647 -0.02
Cl 6.384 1.387 1.307 0.03
C 3.971 1.134 0.142 -0.22
C 2.926 0.395 -0.386 -0.18
C -2.281 -2.283 0.580 -0.16
C -3.478 -2.812 1.048 -0.14
C -4.567 -1.978 1.251 -0.20
C -4.472 -0.622 0.975 -0.16
C -3.288 -0.111 0.478 -0.33
S -3.180 1.652 0.112 2.34
O -3.449 2.342 1.340 -0.94
O -3.997 1.925 -1.031 -0.93
N -1.618 1.975 -0.297 -0.71
C -1.121 1.780 -1.640 -0.27
C -0.134 2.911 -1.949 -0.07
O 0.890 2.964 -0.975 -0.54
C 0.360 3.209 0.309 -0.07
C -0.606 2.092 0.719 -0.25
C -2.196 -0.925 0.280 -0.15
H 0.080 -1.681 1.204 0.40
H 1.224 -3.940 -0.058 0.42
H 4.154 -2.721 0.049 0.23
H 6.043 -1.407 1.016 0.24
H 3.921 2.211 0.153 0.24
H 2.059 0.893 -0.792 0.26
H -3.544 -3.869 1.253 0.23
H -5.494 -2.388 1.623 0.23
H -5.305 0.046 1.129 0.24
H -1.980 1.815 -2.309 0.25
H -0.606 0.815 -1.742 0.21
H 0.363 2.740 -2.904 0.20
H -0.670 3.870 -1.974 0.17
H 1.211 3.257 0.990 0.20
H -0.175 4.169 0.316 0.18
H -1.110 2.333 1.655 0.25
H -0.041 1.153 0.827 0.17
H -1.294 -0.535 -0.161 0.23



# 7
233
Properties=species:S:1:pos:R:3:lowdin_charge:R:1 method="wB97M-V/def2-TZVPD" relative_energy_kj_mol=0.0 gap_ha=0.2950 total_charge=+3 e_lumo_ev=-4.443
C 23.330 18.846 26.313 -0.06
C 22.887 17.403 26.258 -0.16
N 21.603 17.218 26.943 -0.03
C 20.551 18.050 26.623 -0.01
C 19.515 17.755 27.438 0.01
N 19.963 16.688 28.251 -0.07
C 21.202 16.389 27.923 -0.02
C 19.079 15.873 29.112 0.04
H 22.595 19.376 25.703 0.03
H 24.314 18.963 25.891 0.09
H 23.283 19.106 27.376 0.10
H 23.670 16.753 26.740 0.14
H 22.759 16.966 25.229 0.14
H 20.634 18.818 25.859 0.13
H 18.520 18.079 27.582 0.12
H 21.759 15.647 28.373 0.15
H 19.735 15.309 29.718 0.09
H 18.485 15.241 28.427 0.09
H 18.385 16.509 29.614 0.09
C 19.144 23.189 20.899 -0.06
C 18.125 22.205 20.535 -0.15
N 18.582 20.874 21.006 -0.01
C 19.807 20.300 20.842 -0.02
C 19.889 19.188 21.665 0.03
N 18.659 19.143 22.332 -0.03
C 17.948 20.204 21.946 -0.08
C 18.083 17.998 23.075 0.03
H 20.124 22.972 20.494 0.08
H 19.351 23.119 21.960 0.06
H 18.748 24.179 20.755 0.08
H 17.971 22.174 19.463 0.11
H 17.155 22.373 21.009 0.12
H 20.547 20.593 20.130 0.08
H 20.789 18.558 21.845 0.09
H 17.010 20.491 22.400 0.12
H 17.220 18.362 23.660 0.11
H 18.796 17.476 23.749 0.09
H 17.873 17.189 22.417 0.06
C 13.171 20.276 24.050 -0.05
C 12.681 18.872 23.807 -0.14
N 11.567 18.744 22.795 -0.01
C 11.609 18.184 21.564 -0.04
C 10.416 18.296 20.936 0.01
N 9.693 19.125 21.767 -0.07
C 10.437 19.380 22.854 -0.05
C 8.375 19.779 21.466 0.05
H 13.501 20.731 23.154 0.04
H 14.045 20.206 24.643 0.06
H 12.387 20.923 24.579 0.11
H 12.395 18.283 24.667 0.12
H 13.488 18.244 23.303 0.11
H 12.553 17.696 21.316 0.10
H 10.061 17.977 20.020 0.12
H 10.195 20.066 23.672 0.17
H 8.471 20.241 20.496 0.09
H 8.086 20.417 22.271 0.09
H 7.614 19.027 21.332 0.10
C 15.511 11.229 26.762 -0.08
C 15.542 12.292 25.653 -0.21
C 14.127 12.876 25.698 -0.12
N 13.751 13.830 24.562 -0.26
C 14.640 15.053 24.649 0.05
C 12.268 14.163 24.666 -0.12
C 11.961 14.820 23.340 -0.11
C 12.891 14.018 22.278 -0.07
C 13.874 13.261 23.205 -0.11
H 16.407 10.642 26.747 0.07
H 14.689 10.542 26.590 0.08
H 15.313 11.714 27.693 0.07
H 15.771 11.856 24.681 0.11
H 16.268 13.132 25.789 0.10
H 14.091 13.539 26.575 0.14
H 13.372 12.080 25.659 0.14
H 14.575 15.634 23.759 0.07
H 15.681 14.705 24.823 0.08
H 14.341 15.619 25.543 0.12
H 12.026 14.759 25.530 0.13
H 11.693 13.289 24.880 0.12
H 12.269 15.857 23.481 0.08
H 10.905 14.628 23.111 0.12
H 13.332 14.780 21.686 0.06
H 12.327 13.260 21.680 0.13
H 14.918 13.282 22.900 0.13
H 13.631 12.210 23.279 0.13
C 20.397 21.685 12.691 -0.08
C 19.652 20.668 13.584 -0.23
C 19.182 21.163 14.934 -0.11
N 18.420 20.063 15.693 -0.25
C 19.370 19.046 16.270 0.05
C 17.287 19.507 14.900 -0.10
C 16.278 19.038 15.964 -0.13
C 16.584 19.687 17.301 -0.14
C 17.658 20.666 16.883 -0.08
H 20.629 21.180 11.729 0.09
H 21.354 22.116 13.046 0.09
H 19.729 22.518 12.487 0.07
H 20.343 19.861 13.816 0.11
H 18.795 20.262 13.015 0.11
H 18.433 21.999 14.818 0.15
H 19.980 21.491 15.533 0.10
H 19.776 18.366 15.554 0.10
H 18.783 18.431 16.946 0.09
H 20.118 19.595 16.868 0.09
H 17.618 18.705 14.229 0.15
H 16.929 20.345 14.346 0.12
H 16.217 17.945 15.967 0.12
H 15.289 19.343 15.524 0.13
H 16.950 18.915 17.977 0.10
H 15.785 20.190 17.751 0.06
H 18.428 21.008 17.597 0.12
H 17.234 21.545 16.401 0.14
C 22.441 20.668 23.593 -0.10
C 22.784 22.066 24.248 -0.17
C 21.522 22.929 24.008 -0.13
N 21.221 23.994 25.056 -0.25
C 22.310 24.980 25.283 0.05
C 21.008 23.282 26.389 -0.08
C 20.090 24.264 27.146 -0.12
C 19.438 25.202 26.059 -0.11
C 19.927 24.668 24.745 -0.14
H 23.306 19.944 23.590 0.08
H 22.202 20.771 22.587 0.03
H 21.663 20.125 24.086 0.05
H 23.645 22.625 23.799 0.12
H 23.018 21.997 25.310 0.09
H 20.574 22.384 23.894 0.09
H 21.698 23.496 23.069 0.14
H 22.154 25.456 26.190 0.08
H 22.231 25.725 24.477 0.13
H 23.201 24.411 25.297 0.09
H 21.984 23.077 26.798 0.12
H 20.296 22.465 26.162 0.13
H 20.623 24.822 27.901 0.10
H 19.343 23.754 27.750 0.11
H 19.859 26.209 26.191 0.12
H 18.380 25.238 26.120 0.11
H 19.976 25.421 23.998 0.13
H 19.207 24.025 24.342 0.08
C 19.260 15.605 18.757 -0.10
C 18.943 15.166 20.159 -0.23
C 19.813 13.936 20.389 -0.10
N 19.617 12.962 21.548 -0.28
C 20.144 13.515 22.772 -0.02
C 20.165 11.648 21.075 -0.09
C 19.080 11.040 20.190 -0.11
C 17.767 11.872 20.544 -0.11
C 18.160 12.693 21.764 -0.12
H 20.312 15.706 18.571 0.07
H 18.734 16.596 18.554 0.07
H 18.920 14.903 17.925 0.10
H 17.894 15.004 20.332 0.08
H 19.200 16.040 20.720 0.09
H 20.784 14.402 20.516 0.12
H 19.885 13.291 19.476 0.14
H 21.175 13.730 22.612 0.10
H 19.988 12.844 23.628 0.09
H 19.592 14.432 23.047 0.11
H 20.310 11.071 21.982 0.14
H 21.101 11.914 20.689 0.12
H 18.874 9.984 20.391 0.11
H 19.264 11.160 19.089 0.12
H 17.007 11.102 20.753 0.12
H 17.384 12.560 19.767 0.12
H 18.149 12.153 22.720 0.14
H 17.709 13.670 21.933 0.11
C 14.004 26.015 19.624 -0.02
C 14.889 25.233 20.500 -0.58
O 16.070 25.016 20.376 0.05
N 14.097 24.756 21.534 -0.01
H 14.460 20.289 21.090 0.02
H 14.726 24.254 22.207 0.14
C 12.782 25.076 22.145 -0.07
H 14.504 26.374 18.703 0.09
H 13.581 26.912 20.141 0.11
H 13.131 25.361 19.401 0.09
H 12.710 26.112 22.497 0.09
H 12.612 24.413 23.011 0.09
H 12.059 24.833 21.391 0.06
C 20.799 25.841 18.338 0.00
C 19.725 25.264 17.469 -0.50
O 19.756 24.136 16.913 -0.01
N 18.740 26.167 17.324 0.01
H 18.995 27.059 17.697 0.12
H 21.349 22.890 17.213 0.13
C 17.480 25.993 16.607 -0.05
H 20.598 25.600 19.417 0.10
H 20.858 26.949 18.244 0.10
H 21.811 25.486 18.239 0.08
H 17.626 25.605 15.591 0.08
H 17.108 27.030 16.587 0.09
H 16.706 25.299 17.026 0.09
C 23.094 20.654 18.835 0.05
C 21.857 21.318 18.183 -0.58
O 20.736 20.936 18.277 0.02
O 22.211 22.496 17.658 0.08
H 22.941 20.624 19.921 0.08
H 23.967 21.187 18.508 0.07
H 23.126 19.595 18.369 0.13
C 19.481 13.886 25.941 -0.01
C 18.373 14.753 25.283 -0.73
O 17.818 14.225 24.295 -0.09
O 18.220 15.921 25.736 -0.07
H 20.441 14.411 26.009 0.07
H 19.567 12.958 25.363 0.05
H 19.177 13.645 26.965 0.06
C 16.000 17.731 20.370 -0.01
C 15.317 16.732 21.296 -0.69
O 14.197 17.097 21.841 -0.15
O 15.726 15.562 21.322 -0.02
H 15.865 18.742 20.665 0.04
H 15.490 17.557 19.416 0.09
H 17.053 17.359 20.255 0.08
C 16.913 21.417 26.071 -0.02
C 17.396 21.857 24.667 -0.71
O 18.643 22.035 24.517 -0.10
O 16.548 21.859 23.757 -0.07
H 16.567 20.375 26.038 0.06
H 16.031 22.023 26.329 0.07
H 17.638 21.522 26.858 0.05
C 12.644 21.201 18.715 0.03
C 13.845 21.264 19.628 -0.44
O 14.939 21.536 19.116 0.05
O 13.664 20.630 20.865 0.10
H 11.766 20.786 19.193 0.07
H 13.008 20.687 17.856 0.08
H 12.473 22.239 18.389 0.10
C 23.980 16.304 21.788 -0.02
C 22.668 17.027 22.121 -0.67
O 22.622 18.306 22.192 -0.13
O 21.599 16.309 22.214 -0.11
H 24.033 16.172 20.737 0.06
H 24.083 15.328 22.274 0.07
H 24.777 16.919 22.172 0.06



# 8
14
Properties=species:S:1:pos:R:3:nbo_charge:R:1 method="wB97M-V/def2-TZVPD" relative_energy_kj_mol=309.6 gap_ha=0.3830 total_charge=0 e_lumo_ev=0.939 smiles="C=C=CC.C=O"
C -0.858 -0.729 -1.433 -0.52
C -0.830 -0.149 -0.249 0.11
C -0.344 0.405 0.822 -0.28
C -0.834 1.048 2.081 -0.63
H -0.892 -1.811 -1.543 0.22
H -0.898 -0.141 -2.347 0.22
H 0.749 0.357 0.704 0.27
H -0.430 2.066 2.140 0.23
H -1.921 1.092 2.172 0.22
H -0.426 0.503 2.942 0.22
C 1.673 -0.725 -1.337 0.27
O 2.109 -0.111 -0.387 -0.56
H 1.513 -1.817 -1.306 0.12
H 1.524 -0.247 -2.320 0.12



# 9
21
Properties=species:S:1:pos:R:3:nbo_charge:R:1 method="wB97M-V/def2-TZVPD" relative_energy_kj_mol=383.1 gap_ha=0.3468 total_charge=0 e_lumo_ev=0.989 smiles="C=C.CNC.NO"
C 1.901 -1.538 0.032 -0.31
C 1.840 -0.983 1.249 -0.49
H 1.402 -2.470 -0.189 0.21
H 2.629 -1.204 -0.691 0.18
H 1.280 -1.453 2.047 0.19
H 2.518 -0.198 1.547 0.20
C -2.019 0.057 1.201 -0.41
N -0.877 0.487 0.408 -0.64
C -0.880 1.914 0.121 -0.41
H -2.934 0.240 0.637 0.20
H -2.091 0.588 2.159 0.17
H -1.928 -1.009 1.403 0.21
H 0.002 0.222 0.896 0.40
H -0.875 2.528 1.030 0.17
H 0.000 2.150 -0.475 0.22
H -1.769 2.156 -0.462 0.20
N 0.605 0.053 -2.450 -0.56
O -0.080 -0.935 -1.672 -0.66
H 1.568 -0.275 -2.533 0.32
H 0.222 0.027 -3.396 0.33
H -0.515 -0.359 -0.862 0.49



What are the F_max values for these records? In order: 1.81, 3.01, 2.53, 4.99, 0.47, 1.01, 5.73, 0.71, 2.15 eV/Å.